# 1
{
  "formula": "C38H31O3P2SZn",
  "method": "ωB97M-V/def2-TZVPD",
  "species": ["Zn", "O", "S", "C", "C", "C", "C", "C", "C", "P", "C", "C", "C", "C", "C", "C", "C", "C", "C", "C", "C", "C", "C", "C", "C", "C", "C", "C", "P", "C", "C", "C", "C", "C", "C", "C", "C", "C", "C", "C", "C", "H", "H", "H", "H", "H", "H", "H", "H", "H", "H", "H", "H", "H", "H", "H", "H", "H", "H", "H", "H", "H", "H", "H", "H", "H", "H", "H", "H", "C", "C", "O", "O", "H", "H", "H"],
  "coordinates": [[-0.04748, -0.10561, -0.89795], [-0.15129, -2.43355, 2.47500], [0.07390, -1.18591, 1.71321], [1.66520, -0.53244, 2.21686], [2.01279, -0.62530, 3.55433], [3.26210, -0.19448, 3.96964], [4.17304, 0.28902, 3.04221], [3.84877, 0.31524, 1.69397], [2.59184, -0.09976, 1.26007], [2.26735, -0.16291, -0.52570], [3.19397, -1.58090, -1.17066], [4.34436, -2.08618, -0.56885], [4.99344, -3.17918, -1.12164], [4.50603, -3.77263, -2.27816], [3.35582, -3.28062, -2.88015], [2.69687, -2.19767, -2.31953], [2.94819, 1.34419, -1.27181], [3.11419, 2.52008, -0.54808], [3.48466, 3.68513, -1.20673], [3.68524, 3.68133, -2.57903], [3.51538, 2.50895, -3.30372], [3.13992, 1.34428, -2.65375], [-1.12795, 0.03578, 2.26950], [-1.06049, 0.67081, 3.49367], [-2.04944, 1.57494, 3.85523], [-3.09030, 1.85384, 2.98693], [-3.16490, 1.21194, 1.75597], [-2.19421, 0.28861, 1.39112], [-2.26010, -0.53208, -0.23741], [-2.81031, -2.21588, 0.05423], [-3.59023, -2.53005, 1.16493], [-4.00687, -3.83746, 1.35871], [-3.64184, -4.82516, 0.45412], [-2.85893, -4.51371, -0.64999], [-2.43831, -3.20929, -0.84956], [-3.51549, 0.33545, -1.19904], [-4.85300, -0.05095, -1.17330], [-5.78969, 0.66549, -1.90267], [-5.39706, 1.76570, -2.65297], [-4.06352, 2.15412, -2.68154], [-3.12315, 1.43565, -1.96070], [1.31915, -1.07164, 4.25733], [3.52798, -0.24661, 5.01742], [5.15050, 0.62284, 3.36565], [4.58258, 0.65537, 0.97374], [4.73455, -1.63664, 0.33430], [5.88316, -3.57350, -0.64695], [5.01483, -4.62723, -2.70496], [2.96733, -3.74692, -3.77681], [1.78205, -1.83386, -2.77602], [2.92196, 2.54521, 0.51681], [3.60526, 4.60063, -0.64279], [3.97216, 4.59437, -3.08500], [3.67708, 2.50187, -4.37387], [3.01272, 0.42942, -3.22121], [-0.23533, 0.48770, 4.16765], [-1.99012, 2.07430, 4.81325], [-3.84255, 2.58302, 3.25777], [-3.97489, 1.43995, 1.07511], [-3.85703, -1.76047, 1.87925], [-4.60817, -4.08904, 2.22236], [-3.96051, -5.84667, 0.61566], [-2.57025, -5.28941, -1.34690], [-1.82107, -2.96224, -1.70647], [-5.15899, -0.91405, -0.59340], [-6.82960, 0.36568, -1.88544], [-6.13129, 2.31725, -3.22547], [-3.75763, 3.01224, -3.26565], [-2.08210, 1.74007, -1.97949], [-0.75267, 3.75772, -0.25681], [0.01685, 2.75203, 0.57016], [0.44905, 3.02173, 1.67272], [0.17742, 1.56792, 0.02637], [-0.48849, 4.76700, 0.04855], [-1.82234, 3.61311, -0.08493], [-0.55008, 3.62004, -1.31867]],
  "orbital_gap_ev": 8.22,
  "e_homo_ev": -11.362,
  "energy_ha": -4552.42243,
  "max_force_ev_per_a": 0.73,
  "lumo_energy_ev": -3.1,
  "charge": 1
}


# 2
{
  "formula": "C38H32BClI2NO6S",
  "method": "ωB97M-V/def2-TZVPD",
  "species": ["C", "C", "C", "O", "C", "B", "C", "C", "O", "Cl", "N", "C", "S", "C", "I", "C", "C", "I", "H", "H", "H", "H", "H", "H", "H", "H", "H", "H", "H", "H", "H", "H", "H", "H", "C", "C", "C", "C", "C", "C", "C", "O", "C", "C", "C", "C", "C", "C", "C", "O", "H", "H", "H", "H", "H", "H", "H", "H", "C", "C", "C", "C", "C", "C", "C", "O", "C", "C", "C", "C", "C", "C", "C", "O", "H", "H", "H", "H", "H", "H", "H", "H"],
  "coordinates": [[3.83703, 0.97305, 1.49898], [4.00474, 2.48494, 1.25322], [2.77432, 3.34359, 1.53129], [1.56104, 2.66430, 1.33306], [0.47328, 3.52908, 1.70610], [-0.98205, 2.83582, 1.44101], [-0.92040, 2.13782, -0.06169], [-2.16024, 2.29843, -0.86522], [-3.26410, 1.98539, -0.57839], [-1.90627, 3.05983, -2.54101], [-2.14333, 3.94407, 1.44067], [-2.01431, 4.90045, 2.15198], [-1.76070, 6.24851, 2.98100], [-1.32746, 1.79038, 2.67422], [-3.46900, 1.40427, 2.91747], [-0.49066, 0.49914, 2.63619], [-1.24931, -0.78475, 2.34510], [0.66499, 0.23326, 4.45720], [4.01891, 0.44222, 0.57356], [2.87563, 0.68837, 1.90507], [4.60857, 0.64266, 2.18705], [4.24469, 2.61892, 0.20759], [4.79469, 2.85518, 1.89450], [2.78738, 3.78253, 2.53257], [2.77970, 4.19804, 0.84420], [0.53684, 4.39562, 1.03677], [0.63306, 3.80898, 2.74970], [-0.67329, 1.07813, -0.06925], [-0.13563, 2.63549, -0.62013], [-1.07900, 2.31096, 3.58929], [0.25532, 0.56225, 1.85655], [-1.78783, -0.69927, 1.40945], [-0.49741, -1.55832, 2.18997], [-1.87330, -1.09637, 3.16840], [4.11092, -5.68524, 3.62666], [3.60273, -4.53257, 3.03567], [4.45257, -3.64568, 2.39912], [5.81512, -3.90107, 2.36060], [6.33114, -5.04522, 2.97335], [5.47190, -5.94118, 3.59678], [7.79589, -5.30826, 2.98153], [8.24987, -6.30375, 3.50829], [8.69618, -4.31249, 2.33235], [10.07068, -4.50864, 2.37575], [10.91831, -3.59983, 1.76654], [10.39653, -2.49385, 1.10281], [9.02811, -2.29058, 1.06045], [8.17438, -3.19264, 1.68149], [6.70548, -2.94289, 1.65567], [6.24400, -1.98196, 1.07962], [3.44289, -6.38126, 4.11649], [2.54109, -4.32729, 3.07080], [4.05765, -2.75181, 1.93580], [5.86989, -6.83299, 4.06038], [10.47389, -5.37041, 2.88910], [11.98895, -3.75197, 1.80583], [11.06070, -1.78810, 0.62155], [8.61937, -1.42991, 0.54947], [-5.38167, 3.30482, -2.61085], [-6.56747, 3.99951, -2.39772], [-7.75927, 3.52501, -2.92045], [-7.77025, 2.35679, -3.67023], [-6.57302, 1.66875, -3.90365], [-5.38459, 2.14225, -3.36230], [-6.55376, 0.44072, -4.74170], [-5.52368, -0.16652, -4.94802], [-7.83891, -0.02974, -5.33737], [-7.83553, -1.14304, -6.16801], [-9.02060, -1.59977, -6.71799], [-10.21796, -0.95064, -6.43378], [-10.22591, 0.16203, -5.61089], [-9.03688, 0.63164, -5.06707], [-9.05849, 1.85152, -4.20924], [-10.10799, 2.41464, -3.96700], [-4.45726, 3.67130, -2.19469], [-6.56002, 4.91344, -1.81865], [-8.68195, 4.06204, -2.74982], [-4.46161, 1.60538, -3.53024], [-6.90402, -1.64741, -6.38415], [-9.01463, -2.46467, -7.36855], [-11.14490, -1.31299, -6.85910], [-11.15371, 0.67161, -5.39114]],
  "orbital_gap_ev": 6.07,
  "e_homo_ev": -5.789,
  "energy_ha": -3452.23941,
  "max_force_ev_per_a": 1.85,
  "lumo_energy_ev": 0.3,
  "charge": -1
}


# 3
{
  "formula": "C38H32Br2ClN2O2PRb",
  "method": "ωB97M-V/def2-TZVPD",
  "species": ["Rb", "C", "C", "C", "C", "C", "C", "C", "H", "H", "H", "H", "H", "H", "H", "H", "O", "C", "O", "C", "P", "C", "C", "C", "C", "C", "C", "C", "C", "C", "C", "C", "C", "H", "H", "H", "H", "H", "H", "H", "H", "H", "H", "H", "H", "Br", "C", "C", "C", "N", "C", "C", "C", "C", "C", "Br", "C", "C", "N", "H", "H", "H", "H", "H", "H", "Cl", "C", "C", "C", "C", "C", "C", "C", "H", "H", "H", "H", "H", "H"],
  "coordinates": [[-0.56212, 0.61550, -0.99931], [-4.84302, -0.37590, -2.39981], [-3.90082, 0.73500, -2.75561], [-4.01232, 1.98820, -2.16541], [-3.14462, 3.01140, -2.51271], [-2.16192, 2.79430, -3.46671], [-2.05422, 1.55160, -4.07331], [-2.91562, 0.53160, -3.71521], [-4.29512, -1.30760, -2.27551], [-5.57282, -0.52240, -3.19681], [-5.38232, -0.15880, -1.48201], [-4.79622, 2.17480, -1.44251], [-3.25902, 3.98740, -2.05761], [-1.50542, 3.60390, -3.76371], [-1.30992, 1.36990, -4.83521], [-2.81802, -0.43160, -4.19271], [0.33368, -1.36940, -5.04271], [0.58358, -1.36930, -3.84741], [-0.11652, -0.88500, -2.90751], [1.88608, -2.00620, -3.28971], [1.59478, -1.67380, -1.50841], [3.03138, -2.60610, -0.80301], [2.87478, -3.55580, 0.20129], [3.96958, -4.13270, 0.81199], [5.24898, -3.75090, 0.44939], [5.42498, -2.79170, -0.53321], [4.32518, -2.22500, -1.14811], [0.32148, -2.93630, -1.11011], [0.27458, -4.20130, -1.68731], [-0.72762, -5.09280, -1.34461], [-1.67572, -4.74680, -0.39411], [-1.59912, -3.51440, 0.23269], [-0.61702, -2.61230, -0.13471], [2.76698, -1.48040, -3.66361], [2.00428, -3.06370, -3.53351], [1.88128, -3.85200, 0.50499], [3.82678, -4.88200, 1.57749], [6.10468, -4.19050, 0.93909], [6.42508, -2.48350, -0.80861], [4.46828, -1.47100, -1.91151], [1.03038, -4.50360, -2.39891], [-0.76452, -6.06490, -1.81841], [-2.47592, -5.42910, -0.14361], [-2.30622, -3.26760, 1.01449], [-0.55612, -1.64180, 0.34519], [4.55618, 0.44020, 4.94509], [3.19618, 0.53480, 3.60069], [2.76038, -0.63110, 2.98319], [1.79318, -0.47740, 1.99829], [1.28458, 0.67430, 1.62379], [1.70398, 1.80450, 2.22229], [2.68298, 1.75570, 3.23849], [1.13248, 3.04690, 1.73539], [1.46528, 4.30150, 2.29599], [0.89808, 5.42980, 1.77039], [1.29628, 7.12740, 2.55099], [0.04628, 5.35450, 0.67289], [-0.17712, 4.08070, 0.16469], [0.33098, 2.97070, 0.65139], [3.16258, -1.60010, 3.22899], [1.43098, -1.35340, 1.47299], [3.03808, 2.65240, 3.71589], [2.13898, 4.38880, 3.12849], [-0.39632, 6.23130, 0.23019], [-0.81302, 3.96460, -0.70541], [-0.04582, 3.62430, 4.79239], [-0.87292, 2.61050, 3.64649], [-1.79182, 3.18390, 2.76579], [-2.49292, 2.38740, 1.90829], [-2.37862, 0.96120, 1.92129], [-3.15432, 0.17780, 1.10899], [-1.45362, 0.42310, 2.87629], [-0.74472, 1.22370, 3.72499], [-1.93532, 4.25520, 2.75229], [-3.20572, 2.82840, 1.22269], [-3.88832, 0.62210, 0.45559], [-3.15292, -0.89770, 1.19489], [-1.35702, -0.65160, 2.94979], [-0.06142, 0.78850, 4.44199]],
  "orbital_gap_ev": 4.89,
  "e_homo_ev": -2.885,
  "energy_ha": -7700.99529,
  "max_force_ev_per_a": 1.77,
  "lumo_energy_ev": 2.0,
  "charge": -1
}


# 4
{
  "formula": "C38H32Br2ClN2O2PRb",
  "method": "ωB97M-V/def2-TZVPD",
  "species": ["Rb", "C", "C", "C", "C", "C", "C", "C", "H", "H", "H", "H", "H", "H", "H", "H", "O", "C", "O", "C", "P", "C", "C", "C", "C", "C", "C", "C", "C", "C", "C", "C", "C", "H", "H", "H", "H", "H", "H", "H", "H", "H", "H", "H", "H", "Br", "C", "C", "C", "N", "C", "C", "C", "C", "C", "Br", "C", "C", "N", "H", "H", "H", "H", "H", "H", "Cl", "C", "C", "C", "C", "C", "C", "C", "H", "H", "H", "H", "H", "H"],
  "coordinates": [[0.26110, 0.24018, -0.50244], [4.23771, 0.66146, -3.96743], [3.16562, -0.34321, -3.67574], [3.38860, -1.33816, -2.73311], [2.43229, -2.30692, -2.48704], [1.23199, -2.29047, -3.18458], [0.99446, -1.29446, -4.11896], [1.95930, -0.33318, -4.36397], [3.81759, 1.60370, -4.31353], [4.90186, 0.27072, -4.74020], [4.83086, 0.85222, -3.07575], [4.32916, -1.35775, -2.20318], [2.64027, -3.08782, -1.76924], [0.50230, -3.07725, -3.03215], [0.06786, -1.27424, -4.67691], [1.77841, 0.42513, -5.11317], [3.61699, 1.68527, 2.20592], [2.61461, 0.99802, 2.08732], [2.12280, 0.50551, 1.02915], [1.75094, 0.62059, 3.32450], [0.64829, -0.60489, 2.51424], [-0.07076, -1.40922, 4.02379], [-0.27168, -2.78633, 4.07954], [-0.91685, -3.37219, 5.15326], [-1.39409, -2.58803, 6.19081], [-1.22034, -1.21403, 6.14371], [-0.57002, -0.63493, 5.06873], [1.81916, -1.96089, 2.12214], [3.03434, -2.15926, 2.76606], [3.84392, -3.22548, 2.42014], [3.44216, -4.12748, 1.45038], [2.23300, -3.93876, 0.80172], [1.43807, -2.85623, 1.12691], [1.17594, 1.49407, 3.64379], [2.30349, 0.24982, 4.19152], [0.08655, -3.40544, 3.26987], [-1.04802, -4.44661, 5.17959], [-1.90840, -3.04465, 7.02575], [-1.59298, -0.59513, 6.94987], [-0.44622, 0.43859, 5.03937], [3.36585, -1.47298, 3.52870], [4.79500, -3.35823, 2.91876], [4.07187, -4.96899, 1.19278], [1.90176, -4.64779, 0.05277], [0.49536, -2.69857, 0.61601], [-5.01350, 5.31260, 1.09704], [-3.53476, 4.17035, 0.71099], [-3.10160, 3.24845, 1.65501], [-2.03047, 2.44063, 1.28037], [-1.39128, 2.54035, 0.13706], [-1.79146, 3.46191, -0.75788], [-2.90702, 4.28417, -0.50066], [-1.01263, 3.60880, -1.96802], [-1.27245, 4.64520, -2.89117], [-0.46300, 4.76340, -3.98947], [-0.78256, 6.16543, -5.25234], [0.59576, 3.88336, -4.19126], [0.76334, 2.89399, -3.23057], [0.00499, 2.74520, -2.16893], [-3.57995, 3.16266, 2.61702], [-1.66466, 1.68669, 1.96834], [-3.27029, 4.98543, -1.23373], [-2.08518, 5.33703, -2.75080], [1.24989, 3.97175, -5.04279], [1.57494, 2.18404, -3.32981], [-4.70461, 1.57322, -3.43273], [-4.01799, 0.48640, -2.26078], [-4.27723, 0.67644, -0.90638], [-3.71530, -0.15972, 0.01986], [-2.87035, -1.24954, -0.35794], [-2.33135, -2.10988, 0.56745], [-2.66143, -1.42019, -1.76367], [-3.21710, -0.57163, -2.68405], [-4.94041, 1.47276, -0.59365], [-3.93177, -0.01153, 1.06813], [-1.78237, -2.98539, 0.25820], [-2.54840, -2.00569, 1.61486], [-2.08547, -2.27401, -2.10470], [-3.06445, -0.73839, -3.74269]],
  "orbital_gap_ev": 3.88,
  "e_homo_ev": -2.448,
  "energy_ha": -7700.98298,
  "max_force_ev_per_a": 2.19,
  "lumo_energy_ev": 1.4,
  "charge": -1
}